# 1
A molecular structure, C21H44CoGeINO2Si3, computed with ωB97M-V with the def2-TZVPD basis set.

## Properties
F_max, eV/Å: 0.620
E_HOMO (spin up / spin down), eV: -7.196 / -8.065
LUMO level (spin up / spin down), Eh: -0.0085 / -0.0493
Energy relative to the best compared isomer or geometry (same formula, charge and spin), eV: 1.7878
Multiplicity: 2
Net charge: 0

CARTESIAN COORDINATES (ANGSTROEM)
Co (0.059, 1.798, 0.303)
C (-4.181, -2.223, 0.245)
Si (-3.443, -0.500, 0.409)
C (-4.290, 0.686, -0.783)
C (-3.874, 0.118, 2.132)
Ge (-1.062, -0.512, 0.086)
Si (-0.888, -0.679, -2.422)
C (-1.125, 0.897, -3.409)
C (-2.294, -1.848, -2.872)
C (0.677, -1.498, -3.070)
Si (-0.190, -2.634, 0.779)
C (1.689, -2.568, 0.733)
C (-0.748, -3.066, 2.519)
C (-0.749, -4.055, -0.322)
H (-5.258, -2.170, 0.430)
H (-3.749, -2.894, 0.991)
H (-4.032, -2.668, -0.738)
H (-5.362, 0.714, -0.566)
H (-4.169, 0.436, -1.837)
H (-3.895, 1.692, -0.629)
H (-4.959, 0.108, 2.263)
H (-3.528, 1.144, 2.279)
H (-3.427, -0.509, 2.904)
H (-2.024, 1.435, -3.111)
H (-1.212, 0.643, -4.470)
H (-0.278, 1.576, -3.300)
H (-3.281, -1.409, -2.731)
H (-2.254, -2.787, -2.322)
H (-2.176, -2.079, -3.936)
H (1.579, -0.897, -2.974)
H (0.516, -1.660, -4.141)
H (0.853, -2.475, -2.614)
H (2.067, -1.701, 1.280)
H (2.053, -2.507, -0.295)
H (2.113, -3.468, 1.186)
H (-0.383, -2.336, 3.239)
H (-0.371, -4.056, 2.792)
H (-1.837, -3.086, 2.593)
H (-0.411, -3.968, -1.356)
H (-1.837, -4.155, -0.324)
H (-0.333, -4.981, 0.084)
I (-1.507, 3.712, -0.924)
C (0.404, 3.631, 0.076)
H (0.324, 4.241, 0.968)
H (1.144, 3.997, -0.627)
C (-1.230, 1.404, 4.186)
C (-0.910, 1.135, 2.741)
O (-0.779, 2.140, 1.975)
O (-0.782, -0.043, 2.355)
H (-2.249, 1.071, 4.384)
H (-1.142, 2.461, 4.418)
H (-0.560, 0.817, 4.813)
C (2.735, 2.523, -2.302)
N (3.147, 1.147, -2.123)
C (4.589, 1.011, -2.186)
C (2.539, 0.508, -0.965)
C (2.797, 1.098, 0.404)
C (4.025, 0.885, 1.032)
C (4.295, 1.422, 2.279)
C (3.322, 2.181, 2.918)
C (2.085, 2.368, 2.320)
C (1.799, 1.804, 1.076)
H (3.092, 2.887, -3.266)
H (3.119, 3.196, -1.519)
H (1.643, 2.583, -2.307)
H (4.936, 1.351, -3.163)
H (4.867, -0.038, -2.073)
H (5.116, 1.597, -1.418)
H (2.860, -0.537, -0.965)
H (1.453, 0.488, -1.139)
H (4.773, 0.274, 0.539)
H (5.254, 1.250, 2.750)
H (3.524, 2.620, 3.887)
H (1.331, 2.954, 2.828)

Force components x, y, z for each atom (eV/Å):
0.3 0.0 0.3
0.0 0.0 0.0
-0.1 0.1 0.1
0.0 0.0 0.0
0.0 0.0 -0.1
-0.3 -0.4 -0.4
0.1 0.0 0.0
0.0 0.0 0.1
0.0 0.0 0.0
0.0 -0.1 0.0
0.1 0.0 0.1
0.0 0.0 0.0
0.0 0.0 0.0
0.0 0.0 0.0
0.0 0.0 0.0
0.0 0.0 0.0
0.0 0.0 0.0
0.0 0.0 0.0
0.0 0.0 0.0
0.0 0.0 0.0
0.0 0.0 0.0
0.0 0.0 0.0
0.0 0.0 0.0
0.0 0.0 0.0
0.0 0.0 0.0
0.0 0.0 0.0
0.0 0.0 0.0
0.0 0.0 0.0
0.0 0.0 0.0
0.0 0.1 0.0
0.0 0.0 0.0
0.0 0.0 0.0
0.0 0.0 0.0
0.0 0.0 0.0
0.0 0.0 0.0
0.0 0.0 0.0
0.0 0.0 0.0
0.0 0.0 0.0
0.0 0.0 0.0
0.0 0.0 0.0
0.0 0.0 0.0
0.0 0.0 0.0
-0.1 0.2 -0.2
0.0 -0.1 0.0
0.0 0.0 0.1
0.0 0.0 0.0
0.1 0.1 0.0
-0.2 0.0 0.1
0.1 -0.1 0.1
0.0 0.0 0.0
0.0 0.0 0.0
0.0 0.0 0.0
0.0 0.0 0.0
0.0 0.0 0.0
0.0 0.0 0.0
0.1 0.0 0.0
0.1 -0.1 0.0
0.0 0.0 0.0
0.0 0.0 0.0
0.0 0.0 0.0
0.1 0.0 0.0
0.0 0.0 -0.1
0.0 0.0 0.0
0.0 0.0 0.0
0.0 0.0 0.0
0.0 0.0 0.0
0.0 0.0 0.0
0.0 0.0 0.0
0.0 0.0 0.0
0.0 0.0 0.0
0.0 0.0 0.0
0.0 0.0 0.0
0.0 0.0 0.0
0.0 0.0 0.0

Löwdin analysis output, partial charges in e: 0.1405, -0.2103, 0.3578, -0.2216, -0.2099, 0.7263, 0.3807, -0.2391, -0.2107, -0.1997, 0.3599, -0.2097, -0.2124, -0.2145, 0.0336, 0.0175, 0.0096, 0.0335, 0.0095, -0.0215, 0.0377, 0.0297, 0.0294, -0.0112, 0.0370, -0.0018, 0.0131, 0.0071, 0.0399, 0.0094, 0.0381, 0.0162, 0.0250, 0.0113, 0.0339, 0.0187, 0.0323, 0.0198, 0.0106, 0.0169, 0.0343, 0.9252, -0.5896, 0.0066, -0.0203, 0.0283, -0.6780, -0.1300, -0.1545, 0.0782, 0.0861, 0.0931, -0.0941, -0.2483, -0.1010, -0.1962, -0.2111, -0.0500, -0.0808, -0.0790, -0.0816, -0.1349, 0.0900, 0.0914, 0.0601, 0.0840, 0.0883, 0.0814, 0.1090, 0.0483, 0.1089, 0.1014, 0.1017, 0.1002

=====

# 2
A molecular structure, C21H44GeN4O7SSi3Y, computed with ωB97M-V with the def2-TZVPD basis set.

## Properties
F_max, eV/Å: 1.496
E_HOMO (spin up / spin down), eV: -7.968 / -7.968
LUMO level (spin up / spin down), Eh: -0.0103 / -0.1125
Energy relative to the best compared isomer or geometry (same formula, charge and spin), eV: 1.4741
Multiplicity: 2
Net charge: 0

CARTESIAN COORDINATES (ANGSTROEM)
Y (-0.462, 0.284, -0.554)
N (0.214, -2.046, -0.947)
C (1.275, -2.325, 0.050)
C (2.155, -1.094, 0.311)
O (3.268, -1.228, 0.752)
O (1.576, 0.050, 0.021)
H (-0.626, -2.567, -0.699)
H (0.524, -2.315, -1.874)
H (1.929, -3.144, -0.246)
H (0.794, -2.597, 0.990)
C (-1.454, 2.086, 3.715)
C (-1.202, 1.255, 2.501)
N (-0.641, 1.717, 1.437)
O (-0.316, 3.067, 1.385)
C (-1.640, -0.159, 2.439)
C (-2.105, -0.937, 3.619)
N (-1.606, -0.615, 1.232)
O (-1.937, -1.813, 0.850)
H (-2.096, 2.932, 3.459)
H (-0.515, 2.458, 4.138)
H (-2.001, 1.532, 4.471)
H (-0.584, 3.478, 2.221)
H (-1.502, -0.719, 4.500)
H (-2.041, -1.998, 3.384)
H (-3.144, -0.692, 3.864)
C (-3.351, -0.223, -3.609)
Si (-1.703, -0.467, -4.463)
C (-1.192, -2.266, -4.352)
C (-1.794, 0.066, -6.258)
Ge (-0.034, 0.947, -3.482)
Si (-0.408, 3.301, -3.767)
C (0.572, 3.798, -5.287)
C (-2.220, 3.688, -4.078)
C (0.208, 4.260, -2.267)
Si (2.299, 0.399, -3.722)
C (2.730, -1.344, -3.196)
C (2.616, 0.542, -5.566)
C (3.281, 1.644, -2.741)
H (-4.108, -0.853, -4.083)
H (-3.698, 0.810, -3.674)
H (-3.317, -0.508, -2.554)
H (-1.807, -2.867, -5.028)
H (-1.340, -2.665, -3.345)
H (-0.149, -2.414, -4.636)
H (-2.551, -0.518, -6.786)
H (-0.838, -0.090, -6.762)
H (-2.058, 1.121, -6.354)
H (0.322, 3.180, -6.151)
H (1.645, 3.717, -5.107)
H (0.355, 4.838, -5.547)
H (-2.674, 3.011, -4.804)
H (-2.289, 4.700, -4.488)
H (-2.831, 3.680, -3.174)
H (1.247, 4.562, -2.411)
H (0.171, 3.705, -1.326)
H (-0.382, 5.171, -2.134)
H (2.090, -2.094, -3.665)
H (2.710, -1.470, -2.114)
H (3.755, -1.548, -3.516)
H (2.033, -0.196, -6.122)
H (3.673, 0.348, -5.767)
H (2.377, 1.531, -5.958)
H (3.089, 1.524, -1.672)
H (3.038, 2.669, -3.028)
H (4.350, 1.493, -2.906)
N (-2.335, 1.958, -0.944)
C (-3.391, 1.868, 0.059)
C (-3.612, 2.945, 0.910)
C (-4.400, 2.774, 2.033)
C (-4.967, 1.530, 2.295)
C (-4.869, 0.514, 1.363)
C (-4.070, 0.679, 0.238)
S (-5.596, 1.209, 3.947)
O (-6.344, -0.025, 3.822)
O (-4.333, 1.072, 4.677)
O (-6.357, 2.390, 4.295)
H (-1.859, 2.847, -0.792)
H (-2.746, 2.028, -1.872)
H (-3.108, 3.889, 0.727)
H (-4.546, 3.575, 2.747)
H (-5.350, -0.433, 1.571)
H (-3.910, -0.162, -0.429)

Force components x, y, z for each atom (eV/Å):
-0.5 -0.2 1.4
0.0 -0.1 0.0
0.1 0.1 0.0
0.0 0.0 0.0
0.0 0.0 0.0
-0.1 0.1 -0.1
0.0 0.0 0.0
0.0 0.0 0.0
-0.1 -0.1 0.0
0.0 0.0 0.0
0.0 0.0 0.0
0.0 0.0 0.0
0.0 -0.1 0.0
0.0 0.0 0.0
0.0 0.0 0.0
-0.1 -0.1 -0.1
0.5 0.1 -0.4
-0.1 0.0 0.0
0.0 0.0 0.0
0.0 0.0 0.0
-0.1 0.0 0.0
0.0 0.0 0.0
0.0 0.0 0.0
0.0 0.0 0.0
0.1 0.0 0.0
0.0 0.0 0.0
0.0 0.0 0.0
0.0 0.0 0.0
0.0 0.0 0.0
0.1 0.1 -0.4
0.0 0.0 0.0
0.0 0.0 0.0
0.0 0.0 0.0
0.0 0.0 0.0
0.0 0.0 0.0
0.0 0.0 0.0
0.0 0.0 0.0
0.0 0.0 0.0
0.0 0.0 0.0
0.0 0.0 0.0
0.0 0.0 0.0
0.0 0.0 0.0
0.0 0.0 0.0
0.0 0.0 0.0
0.0 0.0 0.0
0.0 0.0 0.0
0.0 0.0 0.0
0.0 0.0 0.0
0.0 0.0 0.0
0.0 0.0 0.0
0.0 0.0 0.0
0.0 0.0 0.0
0.0 0.0 0.0
0.0 0.0 0.0
0.0 0.0 0.0
0.0 0.0 0.0
0.0 0.0 0.0
0.0 0.0 0.0
0.0 0.0 0.0
0.0 0.0 0.0
0.0 0.0 0.0
0.0 0.0 0.0
0.0 0.0 0.0
0.0 0.0 0.0
0.0 0.0 0.0
-0.1 0.3 -0.3
0.1 0.0 0.0
0.1 0.0 0.0
0.0 -0.1 0.0
0.0 0.1 0.1
0.1 -0.1 0.0
0.0 -0.1 0.0
-0.1 0.0 -0.1
0.0 0.0 0.0
0.0 0.0 0.1
0.0 0.0 0.0
0.0 0.0 0.0
0.1 -0.1 0.0
0.0 0.0 0.0
0.0 0.0 0.0
0.0 0.0 0.0
0.0 0.0 0.0

Löwdin analysis output, partial charges in e: 1.4094, -0.0532, -0.1393, -0.6469, 0.0871, -0.2229, 0.0697, 0.0587, 0.1259, 0.1288, 0.0102, -0.2330, -0.0785, -0.0343, -0.2590, 0.0015, -0.2497, -0.1851, 0.0893, 0.1065, 0.0724, 0.0810, 0.0913, 0.0810, 0.0761, -0.2121, 0.2958, -0.2137, -0.2137, 0.6607, 0.3071, -0.2221, -0.2137, -0.2078, 0.3117, -0.1934, -0.2129, -0.2031, 0.0464, 0.0264, 0.0074, 0.0411, 0.0205, 0.0195, 0.0401, 0.0284, 0.0198, 0.0293, 0.0219, 0.0394, 0.0184, 0.0409, 0.0198, 0.0327, 0.0000, 0.0410, 0.0225, 0.0095, 0.0489, 0.0276, 0.0400, 0.0122, 0.0269, 0.0180, 0.0430, 0.0092, -0.3170, -0.0477, -0.0574, -0.2432, -0.0323, -0.0496, 0.4136, -0.3431, -0.3642, -0.3397, 0.0592, 0.0493, 0.1142, 0.1228, 0.1212, 0.0934

=====

| no. | E (a.u.) |
| --- | --- |
| 1 | -5657.664236 |
| 2 | -4954.310636 |